Entry 1:
A single C5H10O2 molecule in a non-equilibrium geometry. Source: OMol25; level of theory: ωB97M-V/def2-TZVPD.

Positions of all 17 atoms, in Å:
C 2.27552 -0.37383 0.77667
O 0.89376 -0.24366 0.56192
C 0.55895 -0.20004 -0.81208
C -0.92746 0.02265 -0.94465
C -1.89113 -0.73299 -0.15822
C -1.53126 1.06743 0.03539
O -1.04022 1.49395 1.25621
H 2.65824 -1.30542 0.33628
H 2.43253 -0.39509 1.85708
H 2.82539 0.47466 0.34362
H 1.03429 0.66496 -1.29425
H 0.93512 -1.11573 -1.30328
H -1.21518 0.14947 -1.99210
H -2.83929 -1.03547 -0.61173
H -1.55955 -1.32182 0.69192
H -2.47344 1.59749 -0.08841
H -0.11300 1.25409 1.34851

Calculated values
2S+1: 1
Structure (SMILES): COC[C@H]1C[C@H]1O
E_HOMO: -7.79 eV
E_LUMO: 0.8968 eV
Electronic energy: -9439.356 eV


Entry 2:
A single C5H10O2 molecule. Source: OMol25; level of theory: ωB97M-V/def2-TZVPD.

Positions of all 17 atoms, in Å:
O 2.63179 -0.05917 -0.14828
C 1.60293 -0.75290 0.51456
C 0.14808 -0.25376 0.14653
C -0.80059 -1.41760 0.06886
C -1.23076 -0.24581 0.88471
C -0.62098 1.73862 -0.98673
O 0.35858 0.75175 -0.80750
H 2.25563 0.76861 -0.47390
H 1.79010 -0.76547 1.59616
H 1.66195 -1.78861 0.15145
H -1.44452 1.33934 -1.58855
H -0.40100 -2.22982 0.67395
H -1.34611 -1.74002 -0.81046
H -1.41998 -0.31191 1.95664
H -2.04157 0.29803 0.38482
H -1.01285 2.11905 -0.03422
H -0.13071 2.54969 -1.52803

Calculated values
2S+1: 1
Structure (SMILES): COC1(CO)CC1
E_HOMO: -9.08 eV
E_LUMO: 0.9362 eV
Electronic energy: -9439.541 eV


Entry 3:
An isolated ion of composition C5H10O2P and charge -1 in a non-equilibrium geometry. Source: OMol25; level of theory: ωB97M-V/def2-TZVPD.

Positions of all 18 atoms, in Å:
C 0.19815 -1.12668 0.16067
C -1.37061 -1.04871 0.26619
C 0.90852 0.12853 0.66841
C -1.84465 0.11671 -0.65749
C -2.24426 1.33027 -0.24229
O 3.54924 1.33304 0.34028
O 3.22287 -1.05074 -0.31703
P 2.64264 0.29229 -0.23876
H 0.62146 -2.04219 0.59570
H 0.64981 -1.16255 -0.88860
H -1.96903 -1.89260 0.08159
H -1.54414 -0.66291 1.25425
H 0.35862 1.02544 0.37162
H 1.01116 0.22250 1.80077
H -1.51170 -0.01719 -1.64255
H -2.63046 2.17315 -0.81890
H 2.37565 0.81411 -1.48903
H -2.42326 1.56753 0.75516

Calculated values
2S+1: 1
Structure (SMILES): C=CCCC[P@@H](=O)[O-]
Net charge: -1
E_HOMO: -4.47 eV
E_LUMO: 3.5862 eV
Electronic energy: -18732.326 eV


Entry 4:
C5H10O2Tl as an isolated structure in a non-equilibrium geometry. Source: OMol25; level of theory: ωB97M-V/def2-TZVPD.

Positions of all 18 atoms, in Å:
C -1.96790 0.74716 1.66574
O -1.18419 -0.43283 1.87764
C 0.11565 -0.34949 1.74138
C 0.90352 -1.47346 1.80441
H -2.99196 0.48965 1.94884
H -1.59006 1.56494 2.29147
H -1.93199 1.02589 0.60534
H 0.54182 0.64284 1.54808
H 0.49153 -2.38799 2.24399
H 1.98696 -1.31424 1.82896
C 1.39864 0.85428 -2.84466
C 0.19400 0.23003 -2.23841
O 0.37953 -1.09825 -1.90009
Tl 0.71701 -1.94639 -0.36238
H 1.31735 1.80636 -3.37257
H 2.38426 0.45497 -2.59280
H -0.66122 0.34592 -2.93877
H -0.10295 0.84060 -1.30617

Calculated values
2S+1: 2
Net charge: +2
E_HOMO (spin up / spin down): -16.07 / -18.67 eV
E_LUMO (spin up / spin down): -11.5531 / -11.5515 eV
Electronic energy: -14110.823 eV


Entry 5:
C5H10O3 as an isolated structure in a non-equilibrium geometry. Source: OMol25; level of theory: ωB97M-V/def2-TZVPD.

Positions of all 18 atoms, in Å:
C -0.30500 -0.78153 0.66399
C 0.08708 2.12685 -0.65581
C -1.17543 0.03472 1.55905
C 1.34013 -1.18086 -1.28755
C 0.25723 -0.34550 -0.63899
O 0.86553 0.99909 -0.29881
O 0.13660 -1.93861 1.14715
O -0.99106 -0.42651 -1.05071
H -0.45005 -2.29798 1.83348
H -0.81185 1.82401 -1.20686
H -0.20593 2.69157 0.23954
H 0.69930 2.77767 -1.28785
H -1.57084 0.89000 1.02544
H -2.03405 -0.56501 1.86908
H -0.61576 0.32840 2.44948
H 2.25531 -1.14483 -0.70048
H 1.00979 -2.21538 -1.37685
H 1.50899 -0.77612 -2.28330

Calculated values
2S+1: 1
E_HOMO: -8.78 eV
E_LUMO: 0.4149 eV
Electronic energy: -11487.135 eV


Entry 6:
A 2-piece molecular cluster, C5H10O3 overall in a non-equilibrium geometry. Source: OMol25; level of theory: ωB97M-V/def2-TZVPD.

Positions of all 18 atoms, in Å:
O 2.67570 -1.24589 -0.33762
C 1.60051 -0.75416 -0.58929
C 0.59231 -1.34861 -1.51874
C -0.94060 -1.32730 -1.12260
C -1.29822 -0.16240 -0.17328
C -1.23104 -0.55411 1.30423
O -2.10408 -1.21161 1.80567
H 1.35459 0.15961 -0.00617
H 0.69128 -0.73462 -2.42049
H 0.97131 -2.36288 -1.64574
H -1.43173 -1.12192 -2.06427
H -1.12980 -2.31629 -0.70829
H -0.51969 0.57696 -0.31511
H -2.30951 0.17638 -0.40615
H -0.36461 -0.09496 1.81324
H 1.83669 3.94588 2.44843
H 0.63262 4.61923 1.86905
O 0.97426 3.75668 2.06713

Calculated values
2S+1: 1
Structure (SMILES): O=CCCCC=O.O
E_HOMO: -9.85 eV
E_LUMO: 0.6542 eV
Electronic energy: -11488.193 eV


Entry 7:
A 2-piece molecular cluster, C5H10O3 overall in a non-equilibrium geometry. Source: OMol25; level of theory: ωB97M-V/def2-TZVPD.

Positions of all 18 atoms, in Å:
O 0.57957 -2.70568 -1.05687
C -0.13207 -1.81608 -1.44926
O -1.41164 -2.02640 -1.80581
C 0.25534 -0.37666 -1.54063
C 0.01681 0.31511 -0.16517
C 1.27347 0.30919 0.66613
C 1.80995 1.42459 1.13615
H -1.64055 -2.94984 -1.61529
H 1.28670 -0.29602 -1.87647
H -0.31470 0.11986 -2.33422
H -0.24354 1.35071 -0.40051
H -0.78787 -0.21201 0.33889
H 1.60215 -0.67736 0.96394
H 1.38299 2.39054 0.90740
H 2.71440 1.37977 1.73572
H -1.54042 1.56752 2.54444
H -2.71546 0.76340 2.16456
O -2.13513 1.43936 1.78699

Calculated values
2S+1: 1
Structure (SMILES): C=CCCC(=O)O.O
E_HOMO: -9.81 eV
E_LUMO: 0.6424 eV
Electronic energy: -11489.297 eV